{
  "formula": "C15H23ClNOS",
  "method": "ωB97M-V/def2-TZVPD",
  "spin_multiplicity": 1,
  "charge": 1,
  "de_lowest_kj_mol": 0.0,
  "lumo_ev": -2.241,
  "species": ["Cl", "S", "O", "N", "C", "C", "C", "C", "C", "C", "C", "C", "C", "C", "C", "C", "C", "C", "C", "H", "H", "H", "H", "H", "H", "H", "H", "H", "H", "H", "H", "H", "H", "H", "H", "H", "H", "H", "H", "H", "H", "H"],
  "xyz": [[-6.961731, 0.042551, -1.442290], [-0.668159, -0.026382, -1.936972], [0.226681, 1.702748, 0.631786], [1.489115, -0.423569, 1.078462], [-4.358973, -0.847531, -0.966868], [4.318061, -1.246654, 1.070838], [-5.321975, 0.001332, -1.666170], [3.272930, -1.446991, -0.209647], [-3.196255, 1.029955, -2.438041], [2.334230, -0.380161, 2.348049], [-3.001832, -0.936891, -1.124387], [1.895365, -1.555998, 0.338170], [-0.389522, 1.004766, 1.738438], [-4.704603, 0.939979, -2.298254], [-2.370149, 0.039638, -2.016150], [3.838622, -0.215589, 1.733193], [-0.522246, 2.357002, -0.552281], [0.017087, -0.387487, 1.316813], [-0.158077, 1.553009, -1.540812], [-5.042938, 1.894992, -2.478985], [1.203541, -1.968309, -0.762559], [2.333741, -1.282951, 2.684845], [1.018381, 1.554397, -1.787432], [-0.418316, 3.328784, -0.307408], [3.893139, 0.740862, 1.178449], [-0.475719, -0.899642, 0.503082], [-0.197238, 1.389691, 2.852986], [-4.911315, -1.948338, -0.601098], [1.731597, -2.573244, 0.712946], [3.274905, -0.631730, -0.867636], [-2.758722, 1.980558, -2.883805], [-1.637838, 2.119338, -0.137307], [3.639436, -2.093712, -1.073094], [1.432939, 0.262379, 0.499077], [-1.525575, 0.843518, 1.449083], [-0.251966, -1.300370, 2.397919], [-2.429870, -1.923929, -0.733704], [1.943132, 0.373414, 2.895405], [5.329075, -0.952836, 0.593528], [-0.532891, 2.229906, -2.324398], [4.379358, -0.213165, 2.699795], [4.264577, -2.133342, 1.426434]],
  "forces_ev_per_angstrom": [[-1.59, -0.47, 0.41], [1.09, -2.14, -0.66], [0.39, 1.26, 1.61], [-2.00, -6.56, 5.18], [-3.47, -5.82, 0.06], [2.17, -0.48, -11.50], [2.53, -2.54, 2.77], [2.66, -0.28, 0.07], [-1.60, 0.84, -0.79], [2.90, 3.66, -7.14], [0.21, -1.27, -0.89], [-1.32, -5.73, -6.05], [-2.41, -0.44, -1.90], [6.27, 3.46, -1.76], [-1.91, -0.77, 2.78], [-3.76, 6.97, 7.62], [-4.86, -3.06, 10.68], [-0.48, -4.55, 6.38], [4.47, 1.00, -8.27], [-1.81, 1.60, -1.12], [1.29, 2.44, 3.13], [-0.74, -5.43, 2.66], [-2.41, 0.14, 0.74], [1.01, 3.49, -0.85], [0.14, -0.31, 0.64], [-0.20, 0.74, -0.28], [-0.30, -0.79, -2.75], [1.69, 3.49, -0.30], [0.02, 0.73, 1.59], [0.19, 2.42, -0.34], [-0.87, -1.38, 0.40], [1.87, 0.68, -1.65], [-0.85, -0.68, 1.88], [1.40, 6.88, -4.46], [1.61, 1.19, 1.39], [0.94, 2.74, -3.20], [-1.36, 2.73, -0.83], [-0.62, 2.27, 2.14], [-1.32, -1.03, 0.99], [0.33, -0.31, -1.29], [0.25, 1.15, -0.27], [0.46, -5.82, 3.18]],
  "lowdin_charge": [0.7903, 0.9920, -0.2324, -0.0922, -0.1030, -0.1963, -0.7759, -0.1329, -0.0375, 0.0446, -0.1408, -0.2087, -0.1692, -0.1101, -0.5744, -0.2108, -0.1850, -0.1483, -0.5838, 0.0855, 0.2128, 0.0742, 0.1658, 0.1060, 0.1514, 0.0488, 0.1727, 0.1800, 0.1361, 0.0806, 0.1330, 0.1831, 0.1493, 0.0557, 0.1545, 0.2461, 0.1521, 0.0969, 0.1768, 0.1068, 0.1458, 0.0602]
}

***

{
  "formula": "C15H23CrN5O4S",
  "method": "ωB97M-V/def2-TZVPD",
  "spin_multiplicity": 5,
  "lumo_ev": [-0.211, -0.478],
  "species": ["Cr", "S", "O", "O", "O", "O", "N", "N", "N", "N", "N", "C", "C", "C", "C", "C", "C", "C", "C", "C", "C", "C", "C", "C", "C", "C", "H", "H", "H", "H", "H", "H", "H", "H", "H", "H", "H", "H", "H", "H", "H", "H", "H", "H", "H", "H", "H", "H", "H"],
  "xyz": [[-0.036708, 0.538918, -0.398758], [-0.301740, 2.024502, -2.551495], [-1.591168, 1.917859, -3.195013], [-0.491659, 2.417094, -1.070592], [0.682885, 2.844396, -3.193300], [0.266439, 0.592964, -2.289318], [-1.437527, -1.094904, -0.575092], [1.121183, -1.085116, -0.254237], [-2.543892, 1.323358, 0.234802], [1.703009, 1.304733, 0.216489], [-0.221056, 0.747217, 1.820037], [-3.419791, 0.379692, -0.407272], [-2.558133, 1.581550, 1.649401], [1.424591, -3.134737, -1.414310], [0.620791, -2.188232, -0.866038], [0.667340, 1.855682, 2.291508], [1.524732, 2.414673, 1.130621], [2.834245, -2.912650, -1.391929], [3.340420, -1.749807, -0.886412], [-1.574021, 0.697942, 2.408917], [-2.887857, -1.052723, -0.368650], [4.147448, 1.005592, 0.450296], [2.469802, -0.781216, -0.348926], [-1.615105, -3.481293, -1.115245], [2.769950, 0.542471, 0.097720], [-0.873791, -2.207120, -0.858153], [4.902819, 0.304367, 0.101838], [-2.217493, -3.391122, -2.021235], [1.014356, -4.014255, -1.888607], [0.058232, 2.636572, 2.747773], [-3.505013, 0.692920, -1.448340], [-2.282709, 2.628459, 1.801041], [-1.557418, 0.973115, 3.468494], [-0.940146, -4.324129, -1.225808], [4.265700, 1.101610, 1.533101], [-3.418521, -1.649694, -1.112027], [-3.090249, -1.508510, 0.607243], [2.461039, 2.826953, 1.510096], [-3.553585, 1.452765, 2.095971], [-4.430792, 0.373095, 0.022486], [4.348429, 1.979573, 0.002739], [-2.328855, 2.124658, -0.336898], [-1.902797, -0.342094, 2.351795], [4.403518, -1.556090, -0.936647], [1.324761, 1.459615, 3.067968], [-2.297012, -3.693374, -0.290064], [0.982533, 3.199536, 0.606628], [3.499917, -3.649511, -1.820370], [0.242898, -0.125303, 2.047772]],
  "forces_ev_per_angstrom": [[-0.04, 0.63, 0.38], [0.05, -0.25, 0.23], [0.09, 0.02, 0.08], [-0.04, -0.03, -0.18], [-0.06, -0.01, 0.01], [-0.16, 0.18, -0.16], [-0.38, -0.04, 0.03], [0.09, -0.17, -0.32], [0.09, -0.06, -0.01], [0.03, 0.25, 0.11], [0.03, 0.08, -0.18], [-0.03, 0.05, 0.00], [-0.04, 0.09, -0.04], [0.32, -0.26, -0.13], [-0.36, 0.34, 0.28], [-0.06, -0.05, 0.05], [-0.06, -0.27, -0.14], [-0.16, -0.09, -0.04], [0.08, 0.01, 0.01], [0.12, -0.11, 0.02], [0.21, 0.00, -0.03], [0.05, 0.00, 0.00], [-0.19, 0.12, 0.15], [-0.02, -0.02, 0.00], [0.03, -0.30, -0.05], [0.45, -0.21, -0.03], [-0.02, 0.01, 0.01], [0.00, 0.00, 0.00], [0.05, 0.01, 0.00], [-0.04, 0.02, -0.06], [0.03, -0.02, -0.02], [0.00, 0.00, 0.00], [0.01, 0.01, 0.03], [-0.02, 0.01, 0.00], [-0.01, 0.01, 0.00], [0.00, -0.02, -0.04], [-0.01, -0.01, 0.03], [0.04, -0.03, 0.03], [-0.02, -0.01, -0.01], [-0.03, 0.03, 0.00], [0.00, 0.00, 0.00], [-0.01, 0.02, 0.01], [0.00, 0.00, -0.01], [-0.01, 0.01, 0.01], [-0.01, 0.02, 0.07], [0.00, 0.00, 0.01], [0.00, 0.01, -0.03], [-0.02, 0.00, -0.01], [0.03, 0.01, -0.05]],
  "lowdin_spin": [2.8873, 0.0086, 0.0020, 0.0219, -0.0007, 0.0227, 0.0131, 0.1746, 0.0328, 0.1756, 0.0036, 0.0021, 0.0021, 0.0646, 0.0502, 0.0148, 0.0200, 0.0987, 0.0157, 0.0027, 0.0047, 0.0197, 0.1581, 0.0047, 0.1485, 0.0231, -0.0004, 0.0015, 0.0028, 0.0009, 0.0001, 0.0001, 0.0000, 0.0004, 0.0057, 0.0001, 0.0003, -0.0003, 0.0007, 0.0007, 0.0046, 0.0008, 0.0002, -0.0022, 0.0001, 0.0010, 0.0033, 0.0051, 0.0038]
}